A molecular structure, C11H32IrN2O5P2. Source: the OMol25 dataset; level of theory: ωB97M-V/def2-TZVPD.

Results
E_LUMO (spin up / spin down) (eV): -2.38 / -4.40
Largest force on an atom (eV/Å): 3.9
Spin multiplicity: 5
Electronic energy (Eh): -1710.52124
Gap between HOMO and LUMO (spin up / spin down) (hartree): 0.194 / 0.241
Total charge: +1

```
53
Properties=species:S:1:pos:R:3:mulliken_charge:R:1
O 0.77825 3.47833 0.18946 -0.452
H -0.00757 4.04759 0.31567 0.311
Ir -0.72156 0.12412 -0.14625 1.330
N -1.50943 -0.90490 -1.89186 0.292
N 0.81872 -0.63898 -1.31153 0.049
O -2.74204 -0.64696 -2.48341 -0.544
O 2.19556 -0.41082 -1.20409 -0.598
C -0.71889 -1.61196 -2.68934 0.317
C 0.63179 -1.58707 -2.23113 -0.076
C -1.24417 -2.14530 -3.95454 -1.342
C 1.80872 -2.39396 -2.69712 -1.233
H -2.16122 -1.59324 -4.26131 0.423
H -1.48467 -3.21691 -3.80209 0.268
H -0.44376 -2.05069 -4.71982 0.362
H 2.12930 -3.07545 -1.87843 0.234
H 2.65187 -1.75083 -2.97819 0.323
H 1.57858 -3.04907 -3.57056 0.390
H -3.15621 0.11916 -2.06166 0.325
H 2.29136 0.35266 -0.63042 0.317
O -1.41688 -3.52463 0.17286 -0.550
H -2.37032 -3.43625 -0.02185 0.278
H -1.32477 -4.40262 0.57445 0.262
C 2.20381 4.17045 -0.45563 -0.606
H 2.49292 4.98775 0.20481 0.294
H 1.99324 4.42103 -1.51718 0.268
H 2.82161 3.28815 -0.27387 0.239
O -0.87663 1.48501 -1.70207 -0.637
H -0.53643 2.35822 -1.53585 0.294
H -0.25249 1.08349 -2.39791 0.369
C -2.52072 0.67293 0.67243 -1.509
P -0.03703 1.95550 1.23319 0.472
C -1.07544 2.68705 2.56827 -1.396
C 1.53145 1.72590 2.08286 -0.856
C 1.53395 0.27618 2.51934 -1.151
P 0.33068 -0.82656 1.57963 1.118
C 1.41025 -2.23472 1.32853 -1.389
C -0.94156 -1.30944 2.76498 -1.347
H -2.62810 0.81332 1.77477 0.374
H -3.36139 -0.03759 0.36711 0.248
H -2.79470 1.66183 0.23863 0.434
H -1.30633 1.97112 3.36959 0.342
H -0.62697 3.54686 3.07950 0.455
H -2.04409 3.00160 2.17108 0.429
H 2.36371 2.00658 1.42467 0.237
H 1.58590 2.42036 2.94002 0.447
H 2.53915 -0.15240 2.42092 0.547
H 1.26648 0.21477 3.58071 0.424
H 1.48232 -2.80934 2.25270 0.499
H 1.02562 -2.89124 0.55604 0.193
H 2.41605 -1.91109 1.05778 0.428
H -0.46205 -1.81718 3.61099 0.512
H -1.50306 -0.43538 3.11602 0.299
H -1.61279 -2.00537 2.24910 0.282
```